Record 1
{
  "formula": "C27H20CuF3N2O7SbTe",
  "method": "wB97M-V/def2-TZVPD",
  "species": ["Cu", "O", "C", "O", "C", "C", "C", "C", "C", "C", "O", "N", "O", "O", "N", "O", "O", "H", "H", "C", "Te", "C", "H", "H", "H", "H", "H", "H", "F", "C", "C", "C", "C", "C", "C", "Sb", "C", "C", "C", "C", "F", "C", "C", "C", "C", "C", "C", "F", "C", "C", "H", "H", "H", "H", "H", "H", "H", "H", "H", "H", "H", "H"],
  "positions_angstrom": [[-0.6613, -3.0716, -0.9527], [3.2674, -3.5406, -0.5394], [2.0863, -3.2452, -0.4113], [1.1968, -3.3476, -1.3343], [1.6655, -2.6314, 0.9338], [2.5913, -1.8331, 1.5488], [2.2942, -1.1444, 2.7347], [1.0643, -1.2753, 3.3425], [0.1221, -2.0829, 2.7394], [0.3645, -2.8325, 1.5354], [-0.4925, -3.6302, 1.0611], [-1.1857, -2.1202, 3.3738], [-2.1822, -2.2768, 2.6799], [-1.2435, -1.9345, 4.5806], [3.2658, -0.2379, 3.3062], [2.9941, 0.3226, 4.3562], [4.2849, -0.0085, 2.6672], [3.5671, -1.7408, 1.0920], [0.8283, -0.7340, 4.2455], [-4.0337, -3.3353, -2.6166], [-3.0994, -2.6302, -0.8353], [-3.5197, -4.3480, 0.3387], [-3.5540, -4.2502, -2.9515], [-3.9182, -2.5640, -3.3751], [-5.0911, -3.5037, -2.4282], [-4.5644, -4.3529, 0.6376], [-2.8595, -4.2569, 1.1970], [-3.2685, -5.2387, -0.2314], [5.4732, 4.0421, -0.9128], [4.3869, 3.2341, -0.9338], [3.4275, 3.4434, -1.9026], [2.3108, 2.6149, -1.9191], [2.1597, 1.5972, -0.9820], [3.1603, 1.4183, -0.0272], [4.2808, 2.2338, 0.0111], [0.4652, 0.2823, -0.9248], [-0.3863, 1.2127, 0.8044], [0.0004, 2.4620, 1.2863], [-0.5637, 2.9896, 2.4400], [-1.5166, 2.2441, 3.1065], [-2.0645, 2.7549, 4.2319], [-1.9232, 1.0002, 2.6721], [-1.3470, 0.4955, 1.5133], [-0.6859, 1.3528, -2.3905], [-1.3064, 2.5774, -2.1507], [-2.0411, 3.2188, -3.1386], [-2.1471, 2.6126, -4.3745], [-2.8607, 3.2327, -5.3436], [-1.5571, 1.3989, -4.6564], [-0.8293, 0.7734, -3.6502], [3.5569, 4.2388, -2.6246], [1.5518, 2.7788, -2.6752], [3.0762, 0.6330, 0.7116], [5.0549, 2.0912, 0.7535], [0.7703, 3.0277, 0.7733], [-0.2655, 3.9527, 2.8323], [-2.6547, 0.4330, 3.2333], [-1.6548, -0.4887, 1.1786], [-1.2251, 3.0440, -1.1755], [-2.5275, 4.1692, -2.9630], [-1.6700, 0.9590, -5.6382], [-0.3673, -0.1858, -3.8597]],
  "forces_ev_per_a": [[-0.16, 0.00, -0.17], [0.04, 0.02, -0.02], [-0.08, -0.08, 0.05], [0.05, 0.05, 0.08], [0.08, 0.05, -0.02], [0.00, -0.02, -0.05], [0.06, -0.07, 0.10], [0.04, -0.02, -0.06], [-0.02, -0.05, 0.09], [-0.01, -0.02, 0.02], [-0.03, -0.02, 0.04], [0.00, 0.05, -0.02], [0.06, -0.05, 0.04], [0.00, -0.03, -0.03], [-0.27, 0.39, -0.26], [0.10, -0.14, 0.12], [0.11, -0.17, 0.12], [0.01, 0.01, 0.02], [-0.01, 0.00, 0.01], [0.00, -0.01, -0.02], [0.10, 0.05, -0.01], [-0.01, -0.01, -0.01], [0.01, -0.01, 0.01], [0.00, 0.00, 0.00], [0.00, 0.00, 0.01], [0.01, 0.01, 0.00], [0.01, -0.02, 0.04], [0.00, 0.01, 0.00], [0.00, 0.00, 0.00], [0.00, 0.00, 0.00], [0.00, -0.01, 0.01], [-0.01, 0.01, -0.02], [0.02, 0.06, -0.07], [-0.07, -0.03, -0.02], [0.02, 0.02, -0.01], [0.05, -0.02, 0.06], [-0.02, 0.03, 0.02], [0.06, -0.02, 0.02], [-0.01, -0.02, 0.01], [0.02, 0.02, 0.01], [0.00, 0.00, 0.00], [-0.02, 0.00, -0.03], [-0.06, 0.04, -0.05], [-0.05, 0.00, -0.02], [-0.01, 0.01, 0.02], [0.00, -0.01, -0.01], [0.00, 0.01, 0.00], [0.00, -0.01, 0.01], [0.01, -0.01, 0.00], [0.00, 0.02, -0.01], [0.00, 0.00, 0.00], [0.00, 0.00, 0.00], [0.03, -0.02, 0.01], [-0.03, 0.00, 0.01], [-0.02, 0.01, 0.00], [0.00, 0.00, 0.00], [0.00, 0.01, 0.00], [0.00, 0.02, -0.01], [0.01, -0.01, 0.01], [0.00, 0.00, 0.00], [0.00, 0.00, 0.00], [0.00, 0.00, 0.00]],
  "lowdin_charge": [0.0684, 0.0264, -0.6208, -0.1470, -0.0718, 0.0283, -0.1604, 0.0663, -0.0828, -0.3272, -0.1086, -0.3372, 0.0227, 0.0565, -0.3590, 0.0508, 0.0342, 0.1299, 0.1302, -0.4369, 1.3130, -0.3967, 0.0026, -0.0068, -0.0033, 0.0038, -0.0201, 0.0136, 0.0425, -0.2840, -0.0187, -0.1157, -0.3843, -0.1115, 0.0047, 1.5841, -0.3736, -0.1155, -0.0092, -0.2762, 0.0495, -0.0023, -0.1363, -0.3982, -0.1087, -0.0133, -0.2894, 0.0421, -0.0195, -0.1327, 0.1130, 0.0899, 0.0675, 0.1194, 0.0977, 0.1156, 0.1195, 0.0539, 0.0952, 0.1156, 0.1146, 0.0961],
  "orbital_gap_ev": 7.0,
  "de_lowest_kcal_mol": 3.47,
  "total_energy_ha": -4125.34782,
  "total_charge": -1,
  "homo_ev": -5.3
}

---

Record 2
{
  "formula": "C27H20F2NNiO5P",
  "method": "wB97M-V/def2-TZVPD",
  "species": ["Ni", "O", "C", "O", "C", "C", "C", "C", "C", "N", "C", "O", "O", "H", "H", "H", "H", "H", "O", "C", "C", "C", "C", "C", "C", "C", "P", "C", "C", "C", "C", "C", "C", "C", "C", "C", "C", "C", "C", "H", "H", "H", "H", "H", "H", "H", "H", "H", "H", "H", "H", "H", "H", "F", "C", "F", "H"],
  "positions_angstrom": [[-1.3491, -1.4695, -0.5361], [-1.5859, 1.3148, -4.0972], [-1.3067, 0.7013, -2.9969], [-0.5960, -0.2553, -3.0107], [-2.1960, 1.0426, -1.8059], [-2.4923, 2.4141, -1.6292], [-3.1336, 2.8030, -0.4505], [-3.6954, 1.8483, 0.4271], [-3.3966, 0.4006, 0.1078], [-2.5045, 0.1928, -0.9384], [-3.6506, -0.7528, 0.8915], [-4.5210, -0.6588, 1.9195], [-2.9061, -1.7168, 0.8676], [-0.7776, 1.3545, -4.6179], [-2.0964, 3.2317, -2.2767], [-3.4663, 3.7832, -0.2164], [-4.4531, 2.0841, 1.2011], [-5.3995, -0.4033, 1.6976], [-0.4729, -4.2682, -0.2343], [-0.1330, -2.8817, -0.4050], [1.3462, -2.8338, -0.3858], [2.2277, -3.9818, -0.4340], [3.5854, -3.8258, -0.5259], [4.1533, -2.5407, -0.7330], [3.3659, -1.3853, -0.4486], [1.9391, -1.5527, -0.3529], [0.7279, -0.1346, -0.1399], [1.6379, 1.3481, -0.5821], [1.3015, 2.5551, 0.0647], [1.6845, 3.7592, -0.4744], [2.2306, 3.8922, -1.7068], [2.5985, 2.7300, -2.3789], [2.3471, 1.4694, -1.7832], [0.5725, 0.0855, 1.7033], [1.7269, 0.3863, 2.4517], [1.5911, 0.8367, 3.7310], [0.3011, 0.9256, 4.2713], [-0.8719, 0.7330, 3.5002], [-0.6744, 0.2329, 2.2484], [1.6403, -4.9144, -0.4183], [4.2856, -4.7131, -0.5125], [5.2010, -2.4336, -0.9626], [3.7628, -0.4030, -0.4185], [0.8241, 2.5857, 1.0157], [1.3540, 4.6893, -0.0103], [2.3082, 4.9360, -2.1321], [3.0999, 2.7859, -3.2958], [2.6697, 0.6297, -2.3598], [2.6313, 0.2234, 1.9591], [2.5105, 1.0681, 4.2453], [0.1466, 1.3883, 5.2558], [-1.8351, 0.8418, 3.9252], [-1.5570, 0.0730, 1.6637], [-2.6417, -3.8430, -0.8399], [-1.8299, -4.5596, -0.0187], [-2.1284, -4.1807, 1.1993], [-2.0999, -5.6379, -0.2175]],
  "forces_ev_per_a": [[0.29, 1.16, -0.61], [-0.67, 3.06, -1.44], [-1.15, -2.95, 1.69], [1.29, -0.61, 0.75], [1.23, 5.07, -2.65], [0.43, 0.95, 0.66], [-1.43, -1.73, 0.50], [0.10, -3.76, -1.47], [1.23, 5.84, -2.25], [-2.07, -4.27, 3.62], [0.57, -1.62, 2.02], [0.62, -0.55, 0.45], [-0.78, 0.62, -0.44], [0.06, -0.36, -0.53], [-0.48, -1.12, 0.25], [0.42, 1.07, -0.23], [0.98, 0.01, -0.40], [-1.03, 0.60, -0.53], [-1.62, -0.41, -0.56], [2.20, -2.00, 0.90], [-0.83, 0.11, -0.56], [-1.91, 0.44, 0.34], [1.11, -0.43, -0.77], [-0.97, 0.83, 1.47], [-1.90, -2.44, -0.97], [1.27, 1.09, 0.32], [0.19, -2.07, 0.96], [-0.20, 1.12, -0.32], [0.96, -0.53, -0.32], [-1.49, 1.27, 0.93], [0.68, 0.81, -1.74], [-0.54, -0.50, 1.88], [-0.05, 1.36, -0.69], [1.40, 0.22, -0.93], [-2.33, -0.58, -0.72], [-0.37, -0.37, 0.44], [-0.92, 1.64, 0.40], [2.79, -0.63, 1.50], [-0.96, 0.33, -0.84], [1.08, 0.17, 0.14], [-1.01, 1.01, -0.22], [0.19, -0.03, 0.18], [0.53, 0.68, -0.10], [-0.49, -0.29, 0.51], [0.18, -0.29, 0.35], [0.26, -1.47, 0.31], [0.59, -0.06, -1.28], [-0.04, -0.70, -0.03], [1.63, 0.04, -0.42], [-0.20, 0.15, 0.61], [0.33, -0.48, -0.22], [-0.76, 0.21, 0.34], [0.06, -0.23, -0.41], [-0.26, 0.04, -0.56], [1.63, -0.23, -1.44], [-0.66, -0.19, 1.70], [0.83, 0.98, 0.45]],
  "lowdin_charge": [0.3131, 0.1581, -0.5145, 0.1202, -0.2150, 0.0397, -0.0449, 0.0719, -0.1105, 0.1140, -0.4673, 0.1394, 0.0888, 0.1445, 0.1404, 0.0968, 0.1210, 0.1069, -0.0709, -0.1363, -0.2336, -0.0404, -0.1092, -0.0960, -0.0822, -0.2804, 1.1272, -0.3589, -0.0865, -0.1252, -0.1132, -0.0704, -0.0867, -0.3154, -0.0877, -0.0789, -0.0662, -0.0612, -0.1173, 0.1092, 0.1148, 0.0812, 0.0704, 0.0953, 0.1069, 0.1231, 0.0802, 0.0978, 0.0878, 0.1037, 0.1012, 0.0934, 0.0582, 0.0435, -0.4708, 0.1122, 0.1787],
  "orbital_gap_ev": [3.8, 5.2],
  "multiplicity": 3,
  "de_lowest_kcal_mol": 54.05,
  "s2": 2.066,
  "total_energy_ha": -3521.09661,
  "homo_ev": [-5.2, -6.7]
}

---

Record 3
{
  "formula": "C27H20F2O3S",
  "method": "wB97M-V/def2-TZVPD",
  "species": ["F", "C", "C", "C", "C", "C", "C", "C", "C", "C", "C", "C", "F", "C", "C", "H", "H", "H", "H", "H", "H", "H", "H", "H", "C", "C", "C", "C", "S", "C", "C", "O", "C", "C", "C", "C", "C", "C", "O", "O", "C", "C", "H", "H", "H", "H", "H", "H", "H", "H", "H", "H", "H"],
  "positions_angstrom": [[-2.9298, 3.7645, 3.0323], [-2.6756, 2.4118, 2.9784], [-3.7633, 1.5428, 2.9088], [-3.4880, 0.1662, 2.8411], [-2.1832, -0.2915, 2.8332], [-1.0603, 0.5914, 2.9049], [0.2250, -0.0118, 2.8550], [1.5080, 0.5976, 2.9313], [2.6370, -0.2825, 2.9209], [3.9387, 0.1883, 2.9239], [4.2083, 1.5663, 2.9459], [3.1151, 2.4299, 2.9806], [3.3610, 3.7833, 3.0176], [1.7960, 1.9993, 2.9873], [-1.3548, 1.9893, 3.0006], [-4.7820, 1.9215, 2.9123], [-4.3074, -0.5522, 2.7967], [-1.9572, -1.3539, 2.7465], [0.2327, -1.0961, 2.7272], [2.4222, -1.3508, 2.8951], [4.7659, -0.5195, 2.9124], [5.2255, 1.9503, 2.9447], [1.0074, 2.7404, 3.0141], [-0.5709, 2.7325, 3.0760], [1.6063, -9.9787, 0.3630], [0.8426, -9.3539, -0.6274], [-0.0853, -8.3656, -0.2862], [-0.2445, -7.9860, 1.0506], [-1.4520, -6.7066, 1.4737], [-0.5898, -5.2062, 1.5250], [-1.1382, -3.9282, 1.2373], [-0.4325, -2.8973, 1.2532], [-2.6120, -3.8662, 0.9268], [-3.5622, -4.3213, 1.8420], [-4.9238, -4.2221, 1.5428], [-5.3347, -3.6719, 0.3218], [-4.3746, -3.1917, -0.5799], [-3.0165, -3.2578, -0.2583], [-2.3693, -6.7314, 0.3563], [-1.9244, -7.0462, 2.8026], [0.4971, -8.6267, 2.0470], [1.4259, -9.6145, 1.7006], [2.3302, -10.7506, 0.0937], [0.9590, -9.6448, -1.6717], [-0.6997, -7.8963, -1.0506], [0.4647, -5.2927, 1.7525], [-3.2317, -4.7473, 2.7911], [-5.6550, -4.6030, 2.2577], [-6.3979, -3.6207, 0.0711], [-4.6726, -2.7780, -1.5438], [-2.2414, -2.8815, -0.9317], [0.3335, -8.3609, 3.0888], [2.0004, -10.1117, 2.4827]],
  "forces_ev_per_a": [[0.29, -1.34, -0.01], [0.53, 0.93, 0.08], [0.52, -0.83, -0.02], [-0.42, 0.41, 0.09], [0.81, -0.24, -0.10], [-0.96, 0.18, -0.02], [-0.32, 0.61, 0.12], [1.41, 0.39, 0.02], [-0.84, 0.05, -0.14], [0.28, 0.32, 0.08], [-0.59, -0.64, 0.02], [-0.28, 0.87, 0.09], [-0.30, -1.35, -0.04], [0.27, -0.30, -0.10], [-0.38, -0.05, -0.09], [0.23, -0.01, -0.02], [0.25, 0.21, -0.05], [-0.19, 0.06, -0.11], [-0.16, -0.06, -0.10], [0.21, 0.19, -0.06], [-0.21, 0.18, -0.02], [-0.25, -0.02, -0.01], [0.64, -0.09, -0.05], [-0.66, -0.08, -0.02], [-0.20, 0.24, 0.09], [-0.08, 0.04, 0.21], [0.14, -0.02, 0.13], [0.45, -0.10, 0.03], [0.67, 0.25, -0.18], [-0.43, 0.55, -0.47], [0.49, -2.65, 0.45], [0.05, 1.43, 0.18], [0.07, 0.72, 0.22], [-0.23, 0.18, -0.03], [0.14, 0.08, -0.21], [0.23, -0.02, 0.05], [0.11, -0.03, 0.17], [-0.26, -0.15, -0.11], [-0.50, -0.02, 0.11], [-0.18, -0.28, -0.07], [0.07, 0.01, -0.22], [-0.14, 0.06, -0.11], [-0.22, 0.23, 0.09], [-0.03, 0.08, 0.26], [0.12, -0.02, 0.18], [-0.04, -0.01, 0.13], [-0.10, -0.01, -0.32], [0.14, 0.14, -0.23], [0.36, -0.03, 0.08], [-0.03, -0.06, 0.27], [-0.35, -0.10, 0.14], [0.02, -0.01, -0.19], [-0.14, 0.13, -0.19]],
  "lowdin_charge": [0.0499, -0.2156, 0.0601, -0.0128, 0.0393, -0.1482, 0.1578, -0.1534, 0.0209, -0.0323, 0.0499, -0.2169, 0.0527, 0.0870, 0.0845, 0.1353, 0.1271, 0.1183, 0.1171, 0.1343, 0.1221, 0.1342, 0.0992, 0.0984, -0.0960, -0.0852, -0.0583, -0.2690, 0.6471, -0.1659, -0.5057, -0.0872, -0.1985, -0.0538, -0.0830, -0.1016, -0.0904, -0.0334, -0.3338, -0.3517, -0.0651, -0.0890, 0.0991, 0.1006, 0.1101, 0.0713, 0.1116, 0.1006, 0.0951, 0.0953, 0.1190, 0.1093, 0.0992],
  "orbital_gap_ev": 2.5,
  "total_energy_ha": -1864.35757,
  "homo_ev": -6.4
}